No. 1
C8H12F6IN2O4SSbSiTi | the ωB97M-V functional and the def2-TZVPD basis

## Properties
total charge	+1
Kohn-Sham gap (spin up / spin down)	6.90 / 4.50	eV
spin multiplicity	2
largest force on an atom	1.531	eV/A

```
37
C8H12F6IN2O4SSbSiTi (the ωB97M-V functional and the def2-TZVPD basis)
I -4.730 -2.754 2.400
Sb -1.016 1.817 -3.082
Ti -0.115 0.250 -0.440
S 1.449 1.216 1.281
Si 0.624 -4.536 -2.599
F 0.431 1.772 -1.729
F -1.722 0.703 -1.430
F -0.263 0.141 -3.437
F -0.001 2.785 -4.249
F -2.526 1.318 -3.985
F -1.783 3.229 -2.210
O 1.490 0.543 2.539
O 2.306 2.297 1.001
O -0.037 1.525 0.908
O 1.570 0.086 0.142
N -0.876 -1.087 2.212
N -1.245 -0.847 0.937
C 2.098 -4.325 -3.681
C 0.313 -2.847 -1.805
C 0.928 -5.548 -1.067
C -2.921 -1.871 2.005
C 0.104 -1.710 -1.268
C -1.862 -1.687 2.881
C -2.488 -1.332 0.802
C -0.930 -4.993 -3.475
H 1.074 -6.584 -1.384
H 2.280 -5.260 -4.216
H -1.155 -4.291 -4.279
H -3.001 -1.271 -0.143
H -1.777 -5.015 -2.787
H -1.760 -1.942 3.923
H 2.990 -4.075 -3.107
H 0.072 -5.516 -0.392
H 1.821 -5.217 -0.536
H 1.928 -3.542 -4.422
H -0.826 -5.986 -3.917
H -0.023 -0.661 2.578
```

***

No. 2
C8H12MgO6 | the ωB97M-V functional and the def2-TZVPD basis

## Properties
total charge	+1
Kohn-Sham gap (spin up / spin down)	8.00 / 8.16	eV
spin multiplicity	2
largest force on an atom	5.507	eV/A

```
27
C8H12MgO6 (the ωB97M-V functional and the def2-TZVPD basis)
Mg -0.122 -2.410 -4.970
O 0.711 3.317 2.528
O 0.215 -0.359 -1.299
O 2.860 3.081 3.158
O 1.928 1.476 2.074
O 0.162 -1.376 -3.283
O -1.605 -1.400 -1.957
C 1.168 -0.563 1.013
C 1.296 -0.947 -0.668
C 0.801 0.850 1.451
C 2.475 -0.261 -0.681
C 1.744 2.692 2.556
C -0.412 -1.015 -2.262
C -2.299 -0.820 -0.811
C -3.767 -1.119 -0.953
H -1.877 -1.259 0.100
H -4.228 -0.500 -1.734
H 0.444 -1.068 1.686
H 2.578 0.521 -1.438
H -4.253 -0.890 0.006
H 1.757 -1.459 1.275
H 3.361 -0.756 -0.281
H -3.936 -2.178 -1.183
H -0.019 0.805 2.180
H -2.097 0.257 -0.813
H 2.689 3.887 3.661
H 0.424 1.493 0.647
```

***

No. 3
C8H12N | the ωB97M-V functional and the def2-TZVPD basis

## Properties
total charge	+1
Kohn-Sham gap	8.84	eV
structure (SMILES)	C=CC(=C)C(C)=[N+]1CC1
largest force on an atom	3.624	eV/A

```
21
C8H12N (the ωB97M-V functional and the def2-TZVPD basis)
N 1.005 0.187 0.357
C -0.357 -1.858 -0.766
C -1.285 -1.477 0.058
C 2.495 0.206 0.099
C -1.349 -0.025 0.319
C -2.515 0.648 0.571
C 1.922 -0.915 0.836
C -0.153 0.647 0.016
C -0.199 1.935 -0.635
H 1.972 -1.015 1.967
H -0.653 1.535 -1.623
H 1.614 -1.832 0.333
H -2.102 -2.045 0.564
H 0.737 2.278 -0.871
H 2.652 0.192 -0.911
H -2.621 1.724 0.700
H 3.026 1.012 0.580
H 0.333 -1.065 -1.264
H -0.804 2.674 -0.143
H -0.272 -2.919 -0.989
H -3.445 0.114 0.800
```

***

No. 4
C8H12N | the ωB97M-V functional and the def2-TZVPD basis

## Properties
total charge	+1
Kohn-Sham gap (spin up / spin down)	8.05 / 8.05	eV
largest force on an atom	5.462	eV/A

```
21
C8H12N (the ωB97M-V functional and the def2-TZVPD basis)
N 0.605 0.375 1.287
C -1.211 -0.291 -0.360
C 0.087 1.502 1.332
C 1.485 -0.002 -1.963
C -1.207 1.932 0.701
C 1.809 -0.708 -0.936
C 0.258 -2.059 0.955
C 0.377 -0.650 0.503
C -1.331 1.189 -0.503
H -0.659 -2.222 1.701
H 2.125 0.100 -2.831
H 0.217 -2.876 0.050
H 0.521 2.230 1.964
H 1.107 -2.313 1.579
H 0.597 0.583 -2.011
H -2.104 1.578 1.334
H -1.159 1.585 -1.467
H -1.124 2.959 0.409
H -1.273 -0.848 -1.277
H -1.872 -0.718 0.442
H 2.753 -1.344 -0.909
```

***

No. 5
C8H12N | the ωB97M-V functional and the def2-TZVPD basis

## Properties
total charge	+1
Kohn-Sham gap (spin up / spin down)	6.39 / 6.53	eV
largest force on an atom	4.974	eV/A

```
21
C8H12N (the ωB97M-V functional and the def2-TZVPD basis)
N -1.759 0.560 -1.962
C -0.601 0.109 -2.438
C 1.070 0.751 3.418
C -0.624 -0.670 0.749
C 1.478 -0.069 2.147
C 0.507 -0.142 1.132
C -0.590 -1.053 -3.393
C 2.178 1.248 2.513
C -1.675 -0.820 0.130
H 1.231 0.273 4.339
H 1.985 1.875 1.696
H -1.687 -1.316 -3.577
H 0.017 1.185 3.181
H 0.009 -1.865 -3.191
H -2.585 0.020 -2.037
H 0.356 0.460 -2.195
H 3.183 1.019 2.643
H -0.255 -0.493 -4.210
H -1.900 1.445 -1.502
H 2.109 -0.934 2.440
H -2.445 -1.584 0.117
```

***

No. 6
C8H12N2 | the ωB97M-V functional and the def2-TZVPD basis

## Properties
Kohn-Sham gap	9.51	eV
structure (SMILES)	[H]/N=C(/CCC)n1cccc1
largest force on an atom	4.087	eV/A

```
22
C8H12N2 (the ωB97M-V functional and the def2-TZVPD basis)
N -0.266 -1.943 1.245
N -1.688 -0.420 -0.138
C 3.198 0.108 -0.594
C 1.945 -0.726 -0.332
C -3.876 -0.168 -0.275
C -3.270 0.874 -1.000
C 0.788 0.022 0.482
C -1.910 0.761 -0.827
C -0.355 -0.891 0.582
C -2.879 -0.909 0.234
H -4.823 -0.276 -0.006
H 2.272 -1.696 0.222
H 1.115 0.122 1.457
H -3.714 1.755 -1.318
H -1.038 1.278 -1.351
H 3.500 -0.036 -1.585
H -1.154 -2.524 1.276
H 0.561 0.899 -0.055
H 1.678 -0.941 -1.478
H -2.996 -1.735 0.801
H 3.043 1.164 -0.475
H 4.106 -0.178 -0.015
```

***

No. 7
C8H12N2 | the ωB97M-V functional and the def2-TZVPD basis

## Properties
Kohn-Sham gap	8.98	eV
largest force on an atom	7.476	eV/A

```
22
C8H12N2 (the ωB97M-V functional and the def2-TZVPD basis)
N -1.215 0.696 0.675
N -0.928 0.625 -0.761
C 2.473 -0.177 -0.060
C -3.511 -0.105 0.109
C -2.439 -0.996 -0.449
C 2.855 0.898 1.008
C -2.249 -0.256 0.862
C -1.515 -0.365 -1.422
C 3.569 0.789 -0.333
C 1.581 -1.032 -0.221
H -0.433 1.434 -1.171
H -2.309 -0.776 1.822
H -1.382 1.696 1.132
H -4.448 -0.790 0.360
H 3.396 0.592 1.838
H -2.647 -2.076 -0.473
H 0.821 -1.059 0.608
H 3.371 1.557 -1.096
H 1.448 -1.681 -1.157
H 4.619 0.480 -0.431
H 2.167 1.777 1.245
H -3.876 0.943 -0.298
```

***

In order of appearance, ΔE to the lowest compared entry with this formula, charge and spin = 29.5; 0.0; 162.9; 350.0; 518.6; 249.2; 733.0 kJ/mol.
In order of appearance, calculated total energy = -92428.05807; -26209.25160; -9970.05546; -9968.11546; -9966.36883; -11468.65561; -11463.64096 eV.